(1)
Density functional theory data (ωB97M-V/def2-TZVPD) for 2 unconnected molecules or ions with the total composition C4H10N3O2 in a non-equilibrium geometry.

Spin multiplicity ... 1
HOMO level (alpha / beta) ... -13.52 / -12.15 eV
Maximum force ... 3.57 eV Å⁻¹
Gap between HOMO and LUMO (alpha / beta) ... 7.3 / 4.7 eV
Net charge ... +1
Relative energy (zero: lowest compared OMol25 entry of this formula, charge and spin) ... 9.0288 eV

```
19
C4H10N3O2 (ωB97M-V/def2-TZVPD)
C 1.05 -1.79 -0.08
C 1.89 1.88 0.94
C 0.79 -0.62 -1.06
C 0.55 1.34 0.44
N -3.44 -0.33 -0.29
N 0.21 0.47 -0.34
N -2.80 0.54 -0.74
O -2.97 -1.23 0.58
O -2.45 1.50 -1.28
H 0.12 -2.16 0.28
H 1.45 -2.63 -0.61
H 1.68 -1.48 0.73
H 1.64 2.97 0.74
H 2.01 1.78 1.97
H 2.75 1.43 0.49
H 1.63 -0.37 -1.69
H -0.04 -1.08 -1.66
H -0.44 1.73 0.97
H -3.61 -1.95 0.62
```

(2)
Density functional theory data (ωB97M-V/def2-TZVPD) for C10H8BrNO2 in the gas phase in a non-equilibrium geometry.

Spin multiplicity ... 1
HOMO level ... -7.98 eV
Maximum force ... 3.28 eV Å⁻¹
Gap between HOMO and LUMO ... 8.0 eV
Relative energy (zero: lowest compared OMol25 entry of this formula, charge and spin) ... 1.4707 eV

```
22
C10H8BrNO2 (ωB97M-V/def2-TZVPD)
C -3.18 0.05 0.76
C -2.56 -1.11 1.19
C -2.59 0.83 -0.22
C -1.34 -1.49 0.66
C -1.37 0.44 -0.76
C -0.74 -0.71 -0.32
C 1.67 -0.14 -0.51
C 3.90 0.13 -0.86
C 2.72 1.85 0.24
C 0.61 -1.08 -0.87
N 1.55 1.00 0.05
O 2.60 2.95 0.69
O 3.83 1.28 -0.12
Br 4.70 -1.25 0.17
H -4.13 0.35 1.18
H -3.03 -1.72 1.95
H -3.06 1.73 -0.57
H -0.86 -2.39 1.01
H -0.91 1.04 -1.54
H 0.93 -2.08 -0.54
H 0.61 -1.11 -1.97
H 0.68 1.43 0.38
```

(3)
Density functional theory data (ωB97M-V/def2-TZVPD) for C2H7O3P in the gas phase in a non-equilibrium geometry.

Spin multiplicity ... 3
HOMO level (alpha / beta) ... -5.76 / -10.23 eV
Maximum force ... 3.92 eV Å⁻¹
Gap between HOMO and LUMO (alpha / beta) ... 6.6 / 9.1 eV
Relative energy (zero: lowest compared OMol25 entry of this formula, charge and spin) ... 0.8882 eV

```
13
C2H7O3P (ωB97M-V/def2-TZVPD)
C 1.69 -0.67 1.06
C -0.23 -0.10 -1.87
O -0.82 1.63 1.44
O -1.35 -0.74 1.14
O -0.84 0.65 -0.85
P -0.26 0.37 0.62
H 2.37 -0.62 0.19
H 1.96 0.08 1.82
H -0.82 -0.18 -2.79
H 0.28 -1.02 -1.61
H 0.56 0.56 -2.24
H -1.74 1.64 1.76
H -0.79 -1.61 1.35
```

(4)
Density functional theory data (ωB97M-V/def2-TZVPD) for C4H6O2 in the gas phase.

Spin multiplicity ... 1
HOMO level ... -10.02 eV
Maximum force ... 0.53 eV Å⁻¹
Gap between HOMO and LUMO ... 11.0 eV
Relative energy (zero: lowest compared OMol25 entry of this formula, charge and spin) ... 1.9521 eV

```
12
C4H6O2 (ωB97M-V/def2-TZVPD)
O 1.82 0.38 1.52
C 1.85 0.19 0.33
C 0.68 -0.25 -0.50
C -0.59 -0.40 0.30
C -1.77 0.44 0.05
O -1.71 -0.90 -0.42
H 2.80 0.33 -0.24
H 0.94 -1.21 -0.97
H 0.54 0.46 -1.33
H -0.46 -0.83 1.30
H -2.48 0.63 0.86
H -1.72 1.20 -0.72
```

(5)
Density functional theory data (ωB97M-V/def2-TZVPD) for 2 unconnected molecules or ions with the total composition C3H7NO4S in a non-equilibrium geometry.

Spin multiplicity ... 1
HOMO level ... -9.42 eV
Maximum force ... 4.37 eV Å⁻¹
Gap between HOMO and LUMO ... 8.8 eV
Relative energy (zero: lowest compared OMol25 entry of this formula, charge and spin) ... 5.3824 eV

```
16
C3H7NO4S (ωB97M-V/def2-TZVPD)
C -2.45 0.68 0.03
C 1.68 -0.61 1.38
C -1.36 1.45 -0.07
N -0.52 1.49 -1.21
O 0.51 2.17 -1.18
O -0.88 0.84 -2.17
O 1.93 -2.52 -0.45
O -0.13 -1.12 -0.53
S 1.29 -0.96 -0.43
H -2.63 -0.09 -0.68
H 1.70 -2.92 -1.29
H -2.94 0.61 0.99
H 0.67 -0.31 1.65
H 2.26 -1.42 1.87
H 2.11 0.45 1.36
H -1.26 2.26 0.74
```

(6)
Density functional theory data (ωB97M-V/def2-TZVPD) for C7H9N2P in the gas phase in a non-equilibrium geometry.

Spin multiplicity ... 1
HOMO level ... -10.82 eV
Maximum force ... 3.88 eV Å⁻¹
Gap between HOMO and LUMO ... 11.1 eV
Relative energy (zero: lowest compared OMol25 entry of this formula, charge and spin) ... 1.2697 eV

```
19
C7H9N2P (ωB97M-V/def2-TZVPD)
C -3.74 1.30 0.17
C -3.80 -1.37 0.04
C 0.90 0.85 0.19
C 0.90 -0.72 0.02
C -0.59 1.13 -0.16
C -0.41 -1.14 -0.48
C -1.40 -0.12 0.15
N -4.15 2.35 0.39
N -4.28 -2.19 0.72
P -2.96 -0.05 -0.78
H 1.07 1.29 1.17
H 1.58 1.38 -0.54
H 1.74 -1.15 -0.71
H 1.03 -1.25 1.04
H -1.03 1.99 0.37
H -0.84 1.44 -1.20
H -0.65 -1.07 -1.53
H -0.62 -2.09 -0.10
H -1.39 -0.28 1.24
```